[1]
C40H51CeN7O2S2Te as an isolated structure in a non-equilibrium geometry, computed with ωB97M-V/def2-TZVPD.

- Energy above the lowest of the compared OMol25 structures with the same formula, charge and spin: 0.924 eV
- E: -3627.87910 a.u.
- Expectation value of S²: 0.751
- Orbital gap (alpha / beta): 7.014 / 7.014 eV

Geometry as ORCA input:
```
! wB97M-V def2-TZVPD RIJCOSX def2/J DEFGRID3
* xyz 1 2
Ce 1.156 0.475 -0.487
C -2.175 2.843 2.062
C -1.193 2.680 0.945
N -0.301 1.727 1.192
N -0.375 1.001 2.362
C 0.731 0.735 3.013
S 2.276 0.510 2.331
S 0.765 0.200 4.737
C -1.036 0.320 4.996
C -1.354 0.113 6.510
C -1.639 -1.208 6.916
C -1.871 -1.479 8.253
C -1.797 -0.469 9.208
C -1.567 0.847 8.843
C -1.254 1.083 7.523
C -1.068 3.539 -0.168
C -2.148 4.413 -0.441
C -1.958 5.509 -1.319
C -0.833 5.608 -2.205
C 0.124 4.589 -2.161
C 0.007 3.523 -1.202
O 0.998 2.638 -1.248
H -2.778 3.700 1.937
H -1.480 2.952 2.983
H -2.832 1.905 2.125
H -1.526 -0.541 4.456
H -1.429 1.298 4.597
H -1.700 -1.984 6.201
H -2.042 -2.476 8.590
H -1.959 -0.626 10.262
H -1.553 1.664 9.616
H -0.913 2.044 7.182
H -3.086 4.416 0.047
H -2.701 6.352 -1.320
H -0.772 6.454 -2.913
H 1.017 4.474 -2.847
C 1.159 -2.517 1.374
C 2.638 -2.616 0.726
N 3.050 -1.543 -0.164
C 3.529 -2.010 -1.482
C 2.525 -1.736 -2.566
N 1.088 -1.591 -2.234
C 0.525 -2.884 -1.734
C -0.472 -2.677 -0.581
N 0.104 -1.916 0.556
H 1.263 -1.945 2.315
H 0.898 -3.586 1.531
H 2.693 -3.521 0.141
H 3.300 -2.610 1.557
H 3.700 -0.886 0.243
H 3.703 -3.130 -1.398
H 4.477 -1.610 -1.773
H 2.591 -2.497 -3.400
H 2.901 -0.851 -3.090
H 0.550 -1.325 -3.085
H 1.350 -3.568 -1.559
H -0.064 -3.281 -2.556
H -0.906 -3.592 -0.277
H -1.231 -2.007 -1.012
H -0.596 -1.657 1.230
C -7.439 -2.287 -3.200
C -6.429 -2.309 -2.121
N -5.066 -2.069 -2.572
C -4.304 -3.161 -3.055
C -4.675 -3.717 -4.442
C -4.533 -0.785 -2.310
O -5.098 0.129 -1.742
C -3.102 -0.533 -2.838
C -2.756 -0.652 -4.153
C -1.677 0.186 -4.594
C -0.882 0.786 -3.655
N -1.048 0.610 -2.329
C -2.178 0.026 -1.912
H -8.432 -1.985 -2.718
H -7.480 -3.123 -3.831
H -7.170 -1.451 -3.862
H -6.417 -3.271 -1.581
H -6.833 -1.544 -1.432
H -4.497 -3.961 -2.337
H -3.197 -2.980 -3.060
H -5.315 -4.587 -4.376
H -3.820 -4.053 -5.009
H -5.184 -3.003 -5.042
H -3.408 -1.203 -4.808
H -1.543 0.361 -5.619
H -0.040 1.447 -3.957
H -2.566 0.317 -0.921
C 4.728 2.651 -0.166
Te 3.863 1.837 -2.089
C 6.033 0.884 -2.233
C 6.726 1.216 -0.962
C 8.019 0.672 -0.623
C 8.720 1.136 0.443
C 8.232 2.201 1.230
C 6.971 2.702 0.926
C 6.160 2.195 -0.063
H 4.077 2.138 0.646
H 4.867 3.737 -0.146
H 6.378 1.309 -3.203
H 5.963 -0.188 -2.424
H 8.500 -0.065 -1.314
H 9.771 0.826 0.665
H 8.857 2.614 2.014
H 6.714 3.677 1.433
*
```


[2]
C40H51GeN5O4PdSi2 as an isolated structure, computed with ωB97M-V/def2-TZVPD.

- Energy above the lowest of the compared OMol25 structures with the same formula, charge and spin: 0.000 eV
- E: -4913.56331 a.u.
- Orbital gap: 4.989 eV

Geometry as ORCA input:
```
! wB97M-V def2-TZVPD RIJCOSX def2/J DEFGRID3
* xyz -2 1
Pd 0.195 0.840 -2.387
C 3.614 -3.435 -4.087
Si 2.353 -2.003 -4.110
C 0.872 -2.737 -5.036
C 3.126 -0.689 -5.227
C 1.855 -1.281 -2.525
C 2.711 -0.297 -1.927
C 4.126 -0.374 -1.860
C 4.851 0.608 -1.228
C 4.192 1.686 -0.639
C 2.816 1.736 -0.762
N 2.114 0.803 -1.406
Si 0.611 -2.123 -1.472
C -1.166 -2.248 -2.101
C 1.112 -3.947 -1.209
C 0.491 -1.383 0.253
H 3.732 -3.877 -5.082
H 3.295 -4.221 -3.398
H 4.598 -3.087 -3.759
H 1.143 -2.968 -6.072
H 0.023 -2.051 -5.031
H 0.535 -3.667 -4.570
H 3.326 -1.069 -6.234
H 4.072 -0.336 -4.808
H 2.465 0.178 -5.302
H 4.618 -1.242 -2.280
H 5.933 0.530 -1.173
H 4.726 2.474 -0.125
H 2.238 2.572 -0.383
H -1.230 -2.753 -3.068
H -1.616 -1.257 -2.207
H -1.762 -2.822 -1.382
H 1.139 -4.497 -2.156
H 0.402 -4.455 -0.549
H 2.108 -4.011 -0.761
H 0.003 -0.406 0.213
H 1.466 -1.256 0.731
H -0.120 -2.045 0.875
N 0.382 0.141 -7.442
C 0.379 1.479 -7.081
O 0.753 2.325 -7.884
C -0.080 1.798 -5.718
C 0.236 3.068 -5.148
C -0.164 3.328 -3.874
C -0.956 2.373 -3.155
N -1.315 1.155 -3.728
C -0.790 0.899 -4.954
H 0.927 -0.030 -8.273
H 0.516 -0.535 -6.706
H 0.817 3.773 -5.727
H 0.086 4.262 -3.386
H -1.583 2.711 -2.335
H -1.053 -0.077 -5.351
N -1.433 4.879 -0.643
C -0.094 4.959 -0.590
N 0.458 5.988 -1.380
O 0.644 4.221 0.046
H -1.920 5.418 -1.336
H -2.001 4.192 -0.104
H -0.072 6.844 -1.414
H 1.431 6.128 -1.156
O -3.238 3.366 0.771
C -2.931 2.142 0.845
O -2.284 1.473 0.027
C -3.381 1.454 2.164
C -3.012 -0.035 2.257
Ge -1.927 -0.460 3.810
C -2.925 -0.196 5.492
C -4.039 0.642 5.553
C -4.727 0.839 6.744
C -4.312 0.198 7.903
C -3.209 -0.643 7.862
C -2.529 -0.837 6.667
C -0.339 0.673 3.816
C -0.007 1.417 2.683
C 1.126 2.223 2.672
C 1.948 2.275 3.788
C 1.634 1.532 4.921
C 0.494 0.742 4.934
C -1.341 -2.334 3.899
C -2.228 -3.348 4.261
C -1.827 -4.677 4.288
C -0.523 -5.014 3.950
C 0.374 -4.018 3.592
C -0.033 -2.689 3.572
H -4.457 1.614 2.268
H -2.915 2.052 2.955
H -2.414 -0.277 1.372
H -3.890 -0.684 2.228
H -4.374 1.152 4.658
H -5.589 1.496 6.766
H -4.847 0.352 8.833
H -2.880 -1.152 8.761
H -1.679 -1.513 6.647
H -0.624 1.381 1.791
H 1.339 2.811 1.789
H 2.835 2.897 3.777
H 2.276 1.573 5.794
H 0.252 0.175 5.828
H -3.250 -3.098 4.529
H -2.534 -5.450 4.566
H -0.209 -6.051 3.959
H 1.389 -4.273 3.313
H 0.673 -1.921 3.281
*
```


[3]
C40H52Cl2NO8P2S4Zr as an isolated structure, computed with ωB97M-V/def2-TZVPD.

- Energy above the lowest of the compared OMol25 structures with the same formula, charge and spin: 0.000 eV
- E: -5455.27317 a.u.
- Orbital gap: 7.276 eV

Geometry as ORCA input:
```
! wB97M-V def2-TZVPD RIJCOSX def2/J DEFGRID3
* xyz 1 1
Zr -0.613 0.485 1.073
S -1.740 2.442 -0.219
C -3.464 2.204 0.020
C -4.375 2.532 -0.985
C -5.737 2.389 -0.788
C -6.229 1.922 0.424
C -5.342 1.603 1.439
C -3.979 1.731 1.227
S -2.807 1.375 2.509
C -3.349 -0.255 3.077
C -2.180 -0.944 3.731
C -2.419 -1.988 4.620
C -1.344 -2.595 5.236
C -0.077 -2.071 5.023
C 0.076 -0.998 4.164
C 1.381 -0.262 4.110
S 1.996 -0.057 2.418
C 2.677 1.575 2.429
C 4.048 1.741 2.297
C 4.582 3.018 2.223
C 3.730 4.114 2.285
C 2.363 3.947 2.423
C 1.803 2.671 2.497
S 0.078 2.452 2.726
N -0.953 -0.493 3.460
H -4.000 2.893 -1.933
H -6.421 2.647 -1.585
H -7.293 1.818 0.582
H -5.713 1.267 2.397
H -3.751 -0.832 2.242
H -4.145 -0.149 3.817
H -3.432 -2.311 4.806
H -1.489 -3.430 5.905
H 0.783 -2.462 5.549
H 2.119 -0.754 4.741
H 1.204 0.752 4.483
H 4.693 0.873 2.269
H 5.649 3.155 2.129
H 4.134 5.116 2.228
H 1.710 4.807 2.465
C -0.518 0.388 -4.338
C -0.194 1.280 -3.168
C -0.071 2.743 -3.505
O 1.105 0.791 -2.651
P 1.813 1.152 -1.315
O 0.913 1.408 -0.144
C 2.787 -0.340 -1.023
P 1.628 -1.712 -0.798
O 0.496 -1.204 0.014
O 2.342 -2.983 -0.275
C 3.147 -3.504 0.831
C 4.359 -2.637 1.075
C 2.262 -3.712 2.046
O 1.129 -2.130 -2.219
C 1.981 -2.856 -3.166
C 1.929 -2.101 -4.477
C 1.468 -4.274 -3.257
O 2.716 2.404 -1.479
C 3.918 2.640 -2.282
C 3.791 2.049 -3.668
C 5.132 2.168 -1.512
H -1.478 0.684 -4.759
H -0.587 -0.650 -4.022
H 0.238 0.478 -5.118
H -0.907 1.140 -2.351
H 0.614 2.907 -4.339
H 0.244 3.331 -2.645
H -1.055 3.111 -3.797
H 3.401 -0.197 -0.130
H 3.439 -0.524 -1.879
H 3.463 -4.469 0.428
H 4.080 -1.682 1.518
H 4.927 -2.477 0.160
H 5.009 -3.150 1.784
H 2.257 -2.834 2.690
H 2.631 -4.556 2.627
H 1.239 -3.930 1.746
H 3.001 -2.850 -2.769
H 0.937 -2.162 -4.920
H 2.643 -2.536 -5.176
H 2.175 -1.049 -4.337
H 0.434 -4.274 -3.599
H 1.520 -4.775 -2.293
H 2.065 -4.836 -3.974
H 3.923 3.731 -2.347
H 3.748 0.960 -3.648
H 4.675 2.330 -4.241
H 2.910 2.421 -4.189
H 5.231 1.083 -1.541
H 5.079 2.495 -0.476
H 6.029 2.590 -1.962
O -1.603 -2.036 1.295
C -2.363 -1.595 0.421
O -2.228 -0.374 0.018
C -3.500 -2.359 -0.143
C -3.591 -3.729 0.092
C -4.666 -4.440 -0.412
C -5.652 -3.781 -1.136
C -5.564 -2.415 -1.361
C -4.486 -1.699 -0.870
H -2.818 -4.218 0.669
H -4.740 -5.505 -0.241
H -6.494 -4.337 -1.521
H -6.339 -1.908 -1.919
H -4.401 -0.633 -1.034
Cl -2.213 5.101 2.214
C -3.551 5.862 1.354
Cl -4.844 6.396 2.438
H -3.972 5.131 0.669
H -3.173 6.731 0.826
*
```


[4]
C40H52N3P3SSc as an isolated structure in a non-equilibrium geometry, computed with ωB97M-V/def2-TZVPD.

- Energy above the lowest of the compared OMol25 structures with the same formula, charge and spin: 0.323 eV
- E: -3901.91183 a.u.
- Orbital gap: 5.163 eV

Geometry as ORCA input:
```
! wB97M-V def2-TZVPD RIJCOSX def2/J DEFGRID3
* xyz 3 1
Sc 0.451 0.625 -1.485
C -1.122 -5.136 5.273
S -1.413 -4.456 3.627
C -2.004 -2.784 4.064
C -1.887 -1.843 2.872
C -0.418 -1.656 2.478
N -0.156 -0.975 1.184
P -0.229 -1.749 -0.357
C -1.749 -2.717 -0.455
C -1.822 -4.026 0.018
C -3.034 -4.693 -0.024
C -4.162 -4.070 -0.544
C -4.087 -2.772 -1.034
C -2.878 -2.099 -0.998
C 1.065 -3.020 -0.424
C 2.016 -3.290 0.555
C 2.952 -4.292 0.337
C 2.961 -5.000 -0.856
C 2.033 -4.711 -1.851
C 1.086 -3.724 -1.636
P -0.095 0.736 1.095
C -1.591 1.343 1.897
C -1.634 1.800 3.211
C -2.858 2.142 3.766
C -4.022 2.041 3.016
C -3.978 1.598 1.698
C -2.761 1.256 1.137
C 1.301 1.294 2.099
C 2.295 0.465 2.614
C 3.391 1.024 3.257
C 3.511 2.403 3.366
C 2.532 3.236 2.836
C 1.431 2.685 2.201
H -0.756 -6.150 5.135
H -2.046 -5.163 5.845
H -0.370 -4.545 5.794
H -1.424 -2.433 4.920
H -3.048 -2.866 4.362
H -2.341 -0.886 3.135
H -2.456 -2.259 2.043
H 0.050 -2.640 2.437
H 0.075 -1.070 3.258
H -0.951 -4.514 0.438
H -3.099 -5.706 0.350
H -5.104 -4.602 -0.577
H -4.967 -2.296 -1.446
H -2.792 -1.091 -1.394
H 2.028 -2.741 1.489
H 3.671 -4.528 1.111
H 3.688 -5.785 -1.013
H 2.042 -5.258 -2.783
H 0.334 -3.512 -2.391
H -0.727 1.874 3.798
H -2.903 2.487 4.790
H -4.970 2.316 3.458
H -4.889 1.522 1.120
H -2.705 0.895 0.114
H 2.202 -0.615 2.557
H 4.152 0.384 3.685
H 4.363 2.832 3.876
H 2.624 4.310 2.929
H 0.651 3.328 1.804
N 1.930 1.817 -2.741
C 2.552 2.882 -1.874
C 4.021 2.619 -1.581
C 4.307 1.548 -0.529
C 4.006 0.110 -0.937
N 2.561 -0.265 -0.789
H 2.693 1.295 -3.166
H 1.476 2.290 -3.524
H 2.000 2.944 -0.923
H 2.452 3.844 -2.371
H 4.453 3.556 -1.225
H 4.539 2.378 -2.515
H 3.767 1.782 0.396
H 5.371 1.595 -0.299
H 4.590 -0.556 -0.301
H 4.313 -0.075 -1.968
H 2.396 -0.289 0.220
H 2.506 -1.250 -1.058
C -1.829 0.600 -4.543
P -1.520 1.607 -3.053
C -3.216 2.063 -2.553
C -0.825 3.185 -3.639
C -0.516 3.456 -4.969
C 0.014 4.695 -5.311
C 0.226 5.662 -4.339
C -0.092 5.399 -3.011
C -0.599 4.159 -2.659
H -0.903 0.352 -5.063
H -2.482 1.161 -5.211
H -2.330 -0.325 -4.257
H -3.708 2.513 -3.415
H -3.211 2.777 -1.731
H -3.769 1.171 -2.251
H -0.695 2.726 -5.748
H 0.247 4.907 -6.346
H 0.632 6.626 -4.616
H 0.046 6.166 -2.260
H -0.860 3.951 -1.623
*
```